[1]
The following is a quantum chemistry calculation of C37H42BN10O2RuS as an isolated structure, from the Open Molecules 2025 dataset.

Each line ends with the Mulliken spin population.
Atoms and positions in Å:
Ru1 -0.221 -0.110 0.771  2.455
C1 3.653 -6.200 0.273  -0.005
C2 3.041 -4.863 -0.019  -0.106
C3 2.558 -4.560 -1.296  0.385
C4 1.922 -3.340 -1.648  -0.076
C5 1.474 -3.289 -2.982  0.302
N1 0.999 -2.339 -3.816  0.156
C6 1.045 -0.898 -3.710  -0.005
C7 2.410 -0.378 -4.183  0.013
C8 2.491 1.136 -4.154  0.000
N2 2.459 1.621 -2.782  0.001
C9 2.748 2.839 -2.433  0.000
C10 2.447 3.393 -1.173  0.014
C11 2.786 4.733 -0.927  0.002
C12 2.364 5.416 0.199  0.002
C13 2.691 6.868 0.412  0.000
C14 1.574 4.719 1.105  0.002
C15 1.235 3.371 0.945  -0.038
C16 0.455 2.776 1.983  0.042
N3 -0.105 1.619 2.090  -0.034
C17 -0.684 1.361 3.415  -0.005
C18 -0.235 0.006 3.968  0.038
C19 1.146 -0.382 3.456  -0.015
N4 1.097 -0.948 2.102  0.062
C20 1.974 -1.898 1.868  -0.015
C21 2.204 -2.695 0.730  0.028
C22 2.891 -3.922 0.969  0.337
C23 1.732 -2.345 -0.590  0.049
O1 1.155 -1.241 -0.805  0.190
C24 1.706 2.631 -0.189  0.004
O2 1.476 1.399 -0.333  0.081
H1 3.973 -6.698 -0.641  -0.001
H2 2.923 -6.850 0.761  0.001
H3 4.506 -6.111 0.945  -0.002
H4 2.688 -5.302 -2.075  0.017
H5 1.523 -4.253 -3.474  0.002
H6 0.802 -2.668 -4.746  -0.013
H7 0.864 -0.620 -2.678  -0.016
H8 0.250 -0.487 -4.337  -0.003
H9 2.594 -0.717 -5.203  0.008
H10 3.192 -0.794 -3.543  -0.012
H11 1.655 1.564 -4.715  0.000
H12 3.414 1.470 -4.632  0.000
H13 2.026 1.053 -2.042  -0.003
H14 3.207 3.473 -3.186  0.000
H15 3.379 5.257 -1.669  0.000
H16 3.507 7.188 -0.231  0.000
H17 2.967 7.054 1.450  0.000
H18 1.820 7.487 0.185  0.000
H19 1.193 5.245 1.975  0.000
H20 0.331 3.446 2.838  -0.002
H21 -1.770 1.406 3.361  0.006
H22 -0.363 2.145 4.105  -0.003
H23 -0.946 -0.775 3.715  -0.025
H24 -0.198 0.070 5.056  0.003
H25 1.597 -1.098 4.145  -0.005
H26 1.788 0.505 3.444  0.007
H27 2.585 -2.204 2.720  -0.009
H28 3.243 -4.143 1.971  0.024
B1 -2.859 -1.153 -1.488  -0.003
N5 -2.033 0.146 -1.665  0.052
C25 -2.283 0.985 -2.673  0.023
C26 -1.758 2.231 -2.365  0.006
C27 -1.187 2.059 -1.114  0.027
N6 -1.349 0.790 -0.702  -0.091
N7 -2.071 -2.232 -0.716  0.027
C28 -2.370 -3.535 -0.795  0.018
C29 -1.584 -4.228 0.109  0.015
C30 -0.813 -3.242 0.715  0.063
N8 -1.125 -2.037 0.209  0.006
H29 -3.124 -1.573 -2.573  0.001
H30 -3.853 -0.872 -0.853  0.002
H31 -2.839 0.661 -3.536  -0.001
H32 -1.801 3.132 -2.951  0.000
H33 -0.711 2.802 -0.501  -0.007
H34 -3.116 -3.890 -1.485  0.000
H35 -1.580 -5.287 0.295  0.000
H36 -0.041 -3.371 1.455  -0.017
N9 -2.797 -2.442 2.909  0.188
C31 -3.428 -1.346 2.531  0.046
N10 -2.879 -0.315 1.910  0.138
C32 -3.775 0.696 1.818  0.229
C33 -3.523 1.988 1.321  0.041
C34 -4.518 2.925 1.368  0.056
C35 -5.792 2.622 1.897  0.204
C36 -6.080 1.359 2.388  -0.037
C37 -5.075 0.414 2.361  0.178
S1 -5.128 -1.190 2.993  0.003
H37 -1.914 -2.679 2.463  -0.015
H38 -3.346 -3.198 3.294  -0.008
H39 -2.553 2.230 0.922  0.013
H40 -4.331 3.918 0.982  0.001
H41 -6.548 3.394 1.944  0.001
H42 -7.054 1.120 2.792  0.004

Its total energy is -2650.58046 Eh. As for the LUMO energy (spin up / spin down): -5.255 / -8.835 eV. For the frontier orbital gap (spin up / spin down), the calculation gives 4.178 / 2.917 eV. The HOMO energy (spin up / spin down) comes out at -9.43 / -11.75 eV. Its total charge is +2. Its energy relative to the best compared isomer or geometry (same formula, charge and spin) is 25.4 kcal/mol. For the maximum force, the calculation gives 0.03882 Eh/bohr. Its spin multiplicity is 6.

***

[2]
The following is a quantum chemistry calculation of a 3-piece molecular cluster, C5H8Cl3N5 overall, from the Open Molecules 2025 dataset.

Each line ends with the Mulliken charge.
Atoms and positions in Å:
C1 2.344 -0.867 1.692  -0.201
C2 1.618 -0.039 0.914  -0.097
C3 0.851 -2.051 -0.462  0.201
C4 0.844 0.894 0.378  0.983
C5 -0.396 -0.312 -1.515  0.190
N1 2.853 -1.692 2.349  -0.183
N2 0.014 -1.592 -1.430  0.440
N3 -0.122 0.711 -0.714  0.703
N4 -0.308 -2.447 -2.473  -0.726
N5 -0.744 1.895 -1.040  -0.943
Cl1 1.578 -3.507 -0.390  0.034
Cl2 0.316 4.560 1.240  -0.297
Cl3 2.803 -4.403 7.132  -0.218
H1 0.937 1.928 0.791  0.154
H2 -1.127 0.082 -2.208  0.524
H3 3.000 -5.433 6.553  0.218
H4 -0.083 -3.451 -2.331  0.229
H5 -0.753 -1.938 -3.231  0.247
H6 -1.065 2.254 -1.995  0.286
H7 0.944 5.459 1.989  0.314
H8 -0.754 2.645 -0.418  0.140

Its total energy is -1848.68612 Eh. As for the LUMO energy (spin up / spin down): -10.938 / -10.874 eV. For the frontier orbital gap (spin up / spin down), the calculation gives 4.021 / 4.085 eV. The HOMO energy (spin up / spin down) comes out at -14.96 / -14.96 eV. Its total charge is +2. Its energy relative to the best compared isomer or geometry (same formula, charge and spin) is 107.9 kcal/mol. For the maximum force, the calculation gives 0.08078 Eh/bohr.

***

[3]
The following is a quantum chemistry calculation of a 10-piece molecular cluster, C3H26NO9S overall, from the Open Molecules 2025 dataset.

Each line ends with the Mulliken charge.
Atoms and positions in Å:
C1 -2.173 -0.705 0.709  -0.601
C2 -0.965 -1.607 0.718  0.243
C3 -0.595 -2.121 -0.698  -0.784
S1 -0.066 -0.830 -1.877  -0.641
N1 0.223 -1.013 1.374  -0.434
H1 -1.944 0.282 0.260  -0.138
H2 -2.536 -0.547 1.705  0.356
H3 -3.009 -1.105 0.049  0.307
H4 -1.276 -2.500 1.383  0.176
H5 0.252 -2.787 -0.531  0.326
H6 -1.412 -2.665 -1.140  0.459
H7 0.753 -0.463 0.733  0.083
H8 -0.035 -0.409 2.138  0.243
H9 -2.871 -0.595 -2.345  0.336
H10 -2.453 -1.562 -3.452  0.314
O1 -3.223 -1.177 -3.024  -0.659
H11 1.079 2.177 -1.383  0.449
H12 2.064 1.434 -2.426  0.315
O2 2.021 2.191 -1.781  -0.843
H13 -1.505 0.746 3.396  0.284
H14 -0.687 1.858 2.841  0.386
O3 -1.419 1.666 3.387  -0.673
H15 -1.771 2.488 0.154  0.283
H16 -2.364 2.535 1.501  0.397
O4 -2.576 2.701 0.603  -0.726
H17 1.415 -2.437 1.537  0.461
H18 2.711 -2.830 2.250  0.280
O5 2.212 -3.024 1.478  -0.800
H19 3.047 0.238 0.249  0.421
H20 2.674 1.627 -0.258  0.470
O6 2.872 1.168 0.524  -0.778
H21 -0.999 2.376 -1.630  0.291
H22 -0.541 0.863 -1.126  0.132
O7 -0.517 1.942 -0.968  -0.963
H23 0.133 2.000 0.734  0.435
H24 1.407 1.594 1.269  0.361
O8 0.500 1.881 1.544  -0.676
H25 2.517 -1.377 -1.075  0.284
H26 2.915 -2.026 0.238  0.415
O9 3.172 -1.341 -0.391  -0.792

Its total energy is -1260.10979 Eh. As for the LUMO energy: 2.971 eV. For the frontier orbital gap, the calculation gives 7.914 eV. The HOMO energy comes out at -4.94 eV. Its total charge is -1. Its energy relative to the best compared isomer or geometry (same formula, charge and spin) is 0.0 kcal/mol. For the maximum force, the calculation gives 0.08795 Eh/bohr.